This record from the OMol25 dataset describes the molecule C7H13O6PS. The level of theory is the ωB97M-V functional and the def2-TZVPD basis.

Properties
HOMO level, eV: -9.68
F_max, eV Å⁻¹: 6.14
Gap between HOMO and LUMO, eV: 9.814

Geometry as XYZ:
```
28
Properties=species:S:1:pos:R:3:forces:R:3
C 2.201 1.194 2.121 -1.1 0.2 -0.7
O 2.612 0.504 0.889 -1.0 -0.2 1.3
C 2.201 -0.885 0.934 0.8 -1.5 0.8
C 1.516 -1.434 -0.409 0.3 -0.1 -0.9
C 0.918 -0.312 -1.390 0.5 -0.7 0.8
C -0.083 0.742 -0.714 -0.1 0.8 -0.3
O -0.081 1.832 -1.721 -3.0 -0.6 -1.8
C -1.194 1.589 -2.622 -0.3 1.3 -1.4
O -1.572 2.294 -3.585 2.1 -3.5 4.6
O -1.850 0.368 -2.159 0.3 2.3 -0.2
C -1.665 0.487 -0.721 0.3 1.0 -0.7
P -2.446 -0.771 0.452 -1.8 -1.2 0.8
O -3.336 -1.864 -0.492 1.2 1.8 1.6
O -3.614 0.115 1.385 2.4 -0.2 -2.3
S -1.233 -1.574 1.730 -0.3 0.2 -0.7
H 2.325 2.324 1.949 0.2 -1.8 0.4
H 1.061 1.008 2.242 1.7 0.3 0.1
H 2.738 0.804 3.051 -0.6 0.6 -1.3
H 1.582 -1.094 1.893 0.7 0.4 -1.8
H 3.173 -1.505 1.080 -1.5 0.9 -0.2
H 0.707 -2.231 -0.241 1.3 1.3 0.2
H 2.355 -1.972 -1.004 -1.4 0.9 0.8
H 0.405 -0.868 -2.268 0.7 1.2 1.5
H 1.824 0.281 -1.800 -1.8 -0.7 0.7
H 0.216 1.270 0.255 0.0 -1.2 -1.4
H -2.212 1.484 -0.478 1.1 -1.5 0.2
H -3.448 -2.717 -0.015 0.3 0.8 -0.2
H -3.102 0.930 1.636 -0.9 -0.9 0.0
```
Forces are in eV/Å.

Atom charges from the Löwdin analysis, given in e for atoms 1 to 5: number 1, C, carries -0.109; number 2, O, carries -0.247; number 3, C, carries -0.245; number 4, C, carries -0.184; number 5, C, carries -0.108

---

This record from the OMol25 dataset describes a cluster of 2 separate species, C7H13OP in total. The level of theory is the ωB97M-V functional and the def2-TZVPD basis.

Properties
HOMO level (spin up / spin down), eV: -8.04 / -8.04
F_max, eV Å⁻¹: 4.95
Gap between HOMO and LUMO (spin up / spin down), eV: 7.563 / 7.562

Geometry as XYZ:
```
22
Properties=species:S:1:pos:R:3:forces:R:3
C 0.124 -2.634 -0.011 -1.5 0.9 0.0
C -0.497 1.091 -1.836 2.6 -1.5 1.1
C -0.685 -1.585 -0.242 1.3 -0.5 0.8
C -0.974 1.117 0.839 -0.3 0.1 1.1
C -2.133 -1.753 -0.344 -1.1 4.0 -1.8
C -0.818 0.920 2.317 -2.0 0.6 2.5
C 0.745 3.115 -2.577 -0.7 -0.3 4.9
O -1.616 2.016 0.371 -0.7 1.1 0.0
P 0.037 0.082 -0.253 2.0 1.3 -2.2
H 1.170 -2.683 -0.006 1.3 0.6 0.1
H -0.356 -3.539 0.260 -0.4 -1.1 -0.2
H -1.563 1.156 -1.608 0.1 1.0 -1.4
H 0.002 0.694 -2.722 -1.0 -0.3 0.1
H -2.472 -2.710 -0.466 -0.7 -2.6 0.0
H -2.713 -1.215 0.437 0.4 -0.3 -0.4
H -2.385 -1.214 -1.358 0.0 -0.9 1.8
H -0.541 -0.100 2.501 1.0 -0.4 0.3
H -0.296 1.698 2.952 0.4 -0.9 -1.4
H -1.792 0.987 2.927 0.6 0.0 -1.5
H 1.251 3.103 -3.472 1.0 -0.8 -1.8
H -0.290 3.085 -2.524 -1.7 1.2 -0.5
H 1.233 3.645 -1.688 -0.7 -1.1 -1.4
```
Forces are in eV/Å.

Atom charges from the Löwdin analysis, given in e for atoms 1 to 5: number 1, C, carries 0.004; number 2, C, carries -0.185; number 3, C, carries -0.564; number 4, C, carries -0.678; number 5, C, carries -0.121

---

This record from the OMol25 dataset describes a cluster of 2 separate species, C7H13OP in total. The level of theory is the ωB97M-V functional and the def2-TZVPD basis.

Properties
HOMO level, eV: -8.49
F_max, eV Å⁻¹: 4.94
Gap between HOMO and LUMO, eV: 9.364

Geometry as XYZ:
```
22
Properties=species:S:1:pos:R:3:forces:R:3
C 0.810 -2.768 0.226 1.5 1.3 -1.8
C 0.571 -1.559 0.671 0.4 1.8 1.4
P 1.051 -0.006 -0.364 0.4 -0.3 2.1
O 1.846 -0.716 -1.611 -0.3 -0.9 -0.4
C 2.631 0.584 0.590 -3.1 -0.9 0.3
C 3.092 1.924 -0.071 1.5 -2.3 4.1
H 0.262 -3.558 0.545 -1.0 -2.6 1.4
H 1.527 -2.934 -0.575 -0.4 -0.1 -0.3
H 0.127 -1.527 1.723 -0.1 0.6 -1.8
H 1.334 -1.502 -1.887 0.4 0.5 -0.2
H 2.143 0.729 1.666 1.5 -0.2 -2.0
H 3.233 -0.362 0.514 0.0 1.4 0.4
H 3.456 1.729 -1.031 0.6 0.2 -1.4
H 2.288 2.579 0.032 -1.3 1.3 -0.4
H 3.859 2.248 0.686 -0.2 0.3 -1.4
C -4.960 -0.076 -0.173 -3.2 -0.1 -1.2
C -4.004 0.750 -0.143 0.1 -0.2 -1.1
C -3.013 1.533 -0.246 1.1 -0.1 0.1
H -5.118 -0.653 0.653 -0.2 -1.8 2.3
H -5.881 -0.040 -0.790 1.2 0.1 -0.3
H -2.076 1.155 -0.580 0.7 0.2 -0.5
H -3.175 2.469 0.165 0.4 1.9 0.7
```
Forces are in eV/Å.

Atom charges from the Löwdin analysis, given in e for atoms 1 to 5: number 1, C, carries -0.096; number 2, C, carries -0.324; number 3, P, carries 0.859; number 4, O, carries -0.365; number 5, C, carries -0.397

---

This record from the OMol25 dataset describes the ion C7H14 with charge -1. The level of theory is the ωB97M-V functional and the def2-TZVPD basis.

Properties
HOMO level (spin up / spin down), eV: 0.90 / -2.30
Total charge: -1
F_max, eV Å⁻¹: 3.56
Multiplicity: 2
Gap between HOMO and LUMO (spin up / spin down), eV: 3.139 / 6.252

Geometry as XYZ:
```
21
Properties=species:S:1:pos:R:3:forces:R:3
C 1.621 2.062 -1.149 1.5 -1.0 -0.5
C 0.948 0.714 -0.855 1.1 -0.6 -2.7
C -0.529 0.934 -0.624 -0.2 0.6 0.8
C -1.125 -0.186 0.281 0.8 2.2 0.0
C -1.554 0.367 1.495 -0.9 -0.5 -2.2
C -0.834 -1.601 0.025 1.3 -1.0 -0.3
C -0.017 -2.493 1.124 -0.5 1.8 -1.1
H 1.066 2.472 -2.019 0.6 0.5 0.7
H 1.578 2.597 -0.216 -0.4 1.0 0.0
H 2.754 1.990 -1.357 -1.6 -0.1 -0.1
H 1.445 0.213 -0.025 -0.2 -0.1 0.1
H 1.112 0.088 -1.813 -0.2 0.4 1.5
H -1.060 1.179 -1.552 0.1 -0.6 -0.6
H -0.529 1.988 -0.169 -0.5 -1.6 0.3
H -2.007 1.308 1.438 -0.5 1.7 -0.1
H -1.333 0.141 2.453 0.7 -1.6 3.1
H -1.774 -2.113 -0.128 -0.7 -0.7 0.2
H -0.328 -1.755 -0.971 -0.1 0.3 0.9
H 0.376 -3.368 0.587 -0.4 -0.2 0.6
H -0.644 -2.642 2.016 0.2 -0.5 -0.5
H 0.834 -1.896 1.460 0.1 0.0 0.0
```
Forces are in eV/Å.

Atom charges from the Löwdin analysis, given in e for atoms 1 to 5: number 1, C, carries -0.165; number 2, C, carries -0.322; number 3, C, carries -0.252; number 4, C, carries -0.423; number 5, C, carries -0.120

---

This record from the OMol25 dataset describes the molecule C7H14. The level of theory is the ωB97M-V functional and the def2-TZVPD basis.

Properties
HOMO level, eV: -9.92
F_max, eV Å⁻¹: 1.57
Gap between HOMO and LUMO, eV: 11.059

Geometry as XYZ:
```
21
Properties=species:S:1:pos:R:3:forces:R:3
C 0.005 1.773 0.406 0.0 0.0 0.2
C 0.040 0.720 -0.675 -0.1 0.1 0.2
C -1.091 -0.419 -0.526 0.2 0.7 -0.3
C -2.371 -0.426 0.316 0.1 0.3 0.0
C 0.003 -1.314 0.069 0.1 -0.1 0.0
C 1.061 -0.446 -0.596 0.2 0.0 0.0
C 2.389 -0.256 0.092 0.1 0.1 0.1
H 0.948 2.313 0.538 0.0 -0.1 -0.1
H -0.280 1.328 1.362 0.1 0.1 0.1
H -0.762 2.509 0.140 0.1 -0.1 0.2
H 0.127 1.232 -1.654 -0.5 -0.3 0.4
H -1.268 -0.462 -1.594 -0.6 -1.5 -0.2
H -2.181 -0.010 1.312 -0.1 0.1 -0.1
H -3.233 0.084 -0.123 0.2 0.1 0.0
H -2.688 -1.468 0.493 0.2 0.3 -0.2
H 0.042 -2.399 -0.076 -0.2 0.2 -0.1
H -0.003 -1.115 1.152 0.1 -0.1 -0.2
H 1.211 -0.833 -1.614 0.1 0.2 0.1
H 2.246 0.165 1.093 0.1 0.0 -0.1
H 2.905 -1.217 0.196 0.0 0.2 0.0
H 3.034 0.421 -0.480 0.0 -0.1 0.1
```
Forces are in eV/Å.

Atom charges from the Löwdin analysis, given in e for atoms 1 to 5: number 1, C, carries -0.080; number 2, C, carries -0.281; number 3, C, carries -0.303; number 4, C, carries -0.071; number 5, C, carries -0.139

---

This record from the OMol25 dataset describes the molecule C7H14. The level of theory is the ωB97M-V functional and the def2-TZVPD basis.

Properties
HOMO level, eV: -9.65
F_max, eV Å⁻¹: 1.04
Gap between HOMO and LUMO, eV: 10.801

Geometry as XYZ:
```
21
Properties=species:S:1:pos:R:3:forces:R:3
C -0.715 0.680 1.698 -0.3 -0.2 0.0
C 0.402 1.145 0.752 0.0 -0.1 -0.1
C 0.120 0.428 -0.557 -0.1 0.3 0.2
C -0.962 1.112 -1.371 -0.1 0.1 0.0
C 1.090 -0.323 -1.388 -0.1 -0.4 0.0
C -0.012 -1.063 -0.543 0.6 -0.2 -0.8
C 0.572 -1.963 0.547 0.1 0.1 -0.1
H -1.525 1.408 1.799 0.2 0.0 0.1
H -1.137 -0.216 1.209 -0.1 0.4 0.7
H -0.360 0.380 2.688 -0.1 0.2 -0.1
H 0.388 2.227 0.564 0.0 -0.2 0.2
H 1.398 0.899 1.139 -0.2 0.0 -0.1
H -0.593 2.063 -1.771 -0.1 -0.1 0.0
H -1.828 1.318 -0.734 0.0 0.0 -0.1
H -1.300 0.495 -2.214 0.1 0.1 0.2
H 1.125 -0.077 -2.456 -0.4 -0.6 0.3
H 2.068 -0.583 -0.994 0.0 0.3 0.1
H -0.926 -1.471 -0.980 0.4 0.1 -0.3
H -0.174 -2.480 1.166 0.0 0.3 -0.2
H 1.241 -1.426 1.229 -0.1 0.0 -0.2
H 1.165 -2.736 0.052 0.0 -0.1 0.2
```
Forces are in eV/Å.

Atom charges from the Löwdin analysis, given in e for atoms 1 to 5: number 1, C, carries -0.096; number 2, C, carries -0.182; number 3, C, carries -0.538; number 4, C, carries -0.040; number 5, C, carries -0.042

---

This record from the OMol25 dataset describes a cluster of 2 separate species, C7H14 in total. The level of theory is the ωB97M-V functional and the def2-TZVPD basis.

Properties
HOMO level, eV: -9.51
F_max, eV Å⁻¹: 0.23
Gap between HOMO and LUMO, eV: 10.461

Geometry as XYZ:
```
21
Properties=species:S:1:pos:R:3:forces:R:3
C -1.763 0.186 1.100 0.1 0.0 -0.1
C -0.627 0.209 0.428 -0.1 0.1 0.1
C 0.050 0.328 -0.870 -0.1 -0.1 -0.1
C -0.220 1.516 -1.767 0.0 0.1 0.0
C 0.825 0.424 0.456 0.1 0.0 0.1
C 1.394 1.714 1.003 0.0 0.1 0.0
H -1.778 0.232 2.187 0.0 0.0 -0.1
H -2.722 0.115 0.591 0.1 0.0 0.1
H 0.233 -0.606 -1.405 -0.1 0.1 0.1
H -1.036 1.283 -2.461 0.1 0.1 0.1
H 0.661 1.785 -2.360 -0.1 0.0 0.1
H -0.526 2.392 -1.186 0.1 -0.1 -0.1
H 1.439 -0.456 0.657 -0.1 0.1 0.0
H 2.356 1.962 0.540 -0.1 0.0 0.0
H 1.553 1.622 2.083 0.0 0.0 -0.2
H 0.706 2.550 0.843 0.1 -0.1 0.0
C -0.051 -3.112 -0.008 0.0 0.0 0.0
H -0.588 -2.297 0.483 0.1 -0.2 -0.1
H 1.003 -2.842 -0.127 -0.2 -0.1 0.0
H -0.125 -4.016 0.602 0.0 0.1 -0.1
H -0.492 -3.295 -0.991 0.1 0.0 0.1
```
Forces are in eV/Å.

Atom charges from the Löwdin analysis, given in e for atoms 1 to 5: number 1, C, carries 0.058; number 2, C, carries -0.282; number 3, C, carries -0.251; number 4, C, carries -0.061; number 5, C, carries -0.251

---

This record from the OMol25 dataset describes the molecule C7H14. The level of theory is the ωB97M-V functional and the def2-TZVPD basis.

Properties
HOMO level, eV: -8.07
F_max, eV Å⁻¹: 0.40
Gap between HOMO and LUMO, eV: 8.564

Geometry as XYZ:
```
21
Properties=species:S:1:pos:R:3:forces:R:3
C 2.168 -0.570 -0.140 0.0 0.0 0.0
C 0.879 -1.129 -0.768 0.0 -0.2 -0.1
C -0.167 0.637 1.112 -0.2 0.3 -0.2
C 0.430 1.944 0.741 0.0 0.0 0.0
C -0.367 -0.251 -1.033 0.1 0.0 -0.1
C -1.240 0.269 0.172 0.1 0.0 0.2
C -2.242 -0.771 0.680 0.0 -0.1 0.0
H 2.963 -1.313 -0.275 -0.1 0.1 0.0
H 2.518 0.357 -0.612 -0.2 -0.1 0.0
H 2.063 -0.385 0.934 -0.1 0.0 -0.2
H 1.155 -1.513 -1.757 -0.1 -0.1 0.1
H 0.572 -1.998 -0.174 0.0 0.1 -0.1
H 1.521 1.953 0.840 -0.2 0.1 0.1
H 0.059 2.587 1.554 0.0 0.0 0.0
H 0.129 2.398 -0.220 0.0 -0.1 0.2
H -0.098 0.610 -1.657 0.1 -0.1 0.1
H -1.047 -0.871 -1.630 0.1 0.2 0.1
H -1.791 1.149 -0.213 0.2 -0.1 0.0
H -2.662 -0.461 1.643 0.1 0.0 -0.1
H -1.767 -1.746 0.827 0.0 0.1 0.0
H -3.075 -0.895 -0.025 0.2 0.0 0.1
```
Forces are in eV/Å.

Atom charges from the Löwdin analysis, given in e for atoms 1 to 5: number 1, C, carries -0.130; number 2, C, carries -0.251; number 3, C, carries 0.011; number 4, C, carries -0.160; number 5, C, carries -0.167

---

This record from the OMol25 dataset describes a cluster of 3 separate species, C7H14 in total. The level of theory is the ωB97M-V functional and the def2-TZVPD basis.

Properties
HOMO level, eV: -8.45
F_max, eV Å⁻¹: 0.33
Gap between HOMO and LUMO, eV: 9.682

Geometry as XYZ:
```
21
Properties=species:S:1:pos:R:3:forces:R:3
C 0.974 -1.493 -0.640 0.3 0.0 0.2
C 0.989 -1.117 0.680 0.2 0.0 -0.2
C 1.266 0.333 1.068 0.0 0.0 0.0
C 0.584 1.381 0.165 0.0 0.0 -0.1
C -0.958 1.393 0.152 0.0 0.0 0.0
C -1.594 0.111 -0.378 0.0 0.0 -0.3
C -1.059 -0.531 -1.467 -0.2 0.2 -0.1
H 0.936 -2.544 -0.909 -0.1 0.1 0.1
H 1.391 -0.842 -1.396 -0.1 0.0 0.1
H 1.146 -1.877 1.444 -0.1 0.1 -0.1
H -0.472 -1.093 1.118 -0.2 0.0 0.0
H 0.952 0.497 2.107 0.0 0.0 -0.1
H 2.350 0.510 1.044 -0.1 0.0 0.0
H 0.922 2.373 0.489 -0.1 -0.2 0.0
H 0.957 1.273 -0.862 -0.1 0.0 0.1
H -1.321 1.587 1.170 0.0 -0.1 -0.1
H -1.295 2.244 -0.457 0.1 -0.1 0.1
H -1.197 -0.748 0.811 0.1 -0.1 0.1
H -2.632 -0.078 -0.106 0.1 0.0 0.0
H -1.589 -1.358 -1.931 0.1 0.1 0.1
H -0.350 -0.021 -2.105 0.0 -0.1 0.1
```
Forces are in eV/Å.

Atom charges from the Löwdin analysis, given in e for atoms 1 to 5: number 1, C, carries -0.059; number 2, C, carries -0.297; number 3, C, carries -0.205; number 4, C, carries -0.210; number 5, C, carries -0.205

---

This record from the OMol25 dataset describes a cluster of 2 separate species, C7H14 in total. The level of theory is the ωB97M-V functional and the def2-TZVPD basis.

Properties
HOMO level, eV: -8.01
F_max, eV Å⁻¹: 0.43
Gap between HOMO and LUMO, eV: 8.580

Geometry as XYZ:
```
21
Properties=species:S:1:pos:R:3:forces:R:3
C -1.748 -0.038 1.350 0.1 0.0 0.0
C -1.341 -0.344 -0.047 0.0 0.4 0.0
C 1.682 -1.478 0.773 0.0 -0.1 0.0
C 1.923 -0.048 1.280 0.0 0.1 0.0
C -0.917 0.813 -0.780 -0.1 -0.1 0.4
C -1.369 0.804 -2.259 0.0 0.0 -0.2
C 0.040 0.549 -1.957 0.1 -0.1 -0.2
H -1.454 0.939 1.772 0.0 -0.1 -0.1
H -2.851 -0.072 1.318 0.1 0.0 0.0
H -1.465 -0.845 2.037 -0.1 0.1 -0.1
H 2.072 -2.219 1.476 -0.1 0.1 0.0
H 0.620 -1.699 0.618 0.2 0.1 0.0
H 2.183 -1.654 -0.184 0.0 0.0 0.1
H 1.006 0.420 1.654 0.2 -0.1 0.0
H 2.651 -0.034 2.096 -0.1 0.0 -0.1
H 2.313 0.604 0.493 -0.1 -0.1 0.1
H -0.830 1.809 -0.329 0.0 -0.2 0.0
H -1.996 -0.033 -2.543 0.1 0.1 0.0
H -1.662 1.774 -2.647 0.1 -0.2 0.1
H 0.764 1.338 -2.135 -0.1 -0.1 0.1
H 0.415 -0.466 -2.034 -0.1 0.2 0.0
```
Forces are in eV/Å.

Atom charges from the Löwdin analysis, given in e for atoms 1 to 5: number 1, C, carries -0.167; number 2, C, carries -0.022; number 3, C, carries -0.161; number 4, C, carries -0.157; number 5, C, carries -0.349

---

> F_max of number 4 (C7H14)?

3.56 eV Å⁻¹

---

> What is the formula in the third record?

C7H13OP

---

> Number 2 is which compound?

C7H13OP